(1)
{"formula": "C36H37BF6N2O2S", "method": "the ωB97M-V functional and the def2-TZVPD basis", "species": ["C", "C", "C", "C", "C", "B", "C", "C", "C", "C", "F", "F", "F", "C", "C", "C", "F", "F", "F", "C", "O", "C", "C", "C", "C", "C", "O", "S", "H", "H", "H", "H", "H", "H", "H", "H", "H", "H", "H", "H", "H", "H", "H", "H", "H", "H", "C", "N", "C", "C", "C", "C", "C", "C", "C", "C", "C", "C", "C", "C", "C", "N", "C", "C", "C", "C", "H", "H", "H", "H", "H", "H", "H", "H", "H", "H", "H", "H", "H", "H", "H", "H", "H", "H", "H"], "xyz": [[-5.697853, 6.141590, -1.111219], [-4.777105, 4.995462, -1.281395], [-4.294149, 4.425197, -2.441523], [-3.340449, 3.366200, -2.212378], [-3.084775, 3.163322, -0.877053], [-2.016515, 2.181385, -0.144664], [-0.560600, 2.924311, -0.281120], [-0.116393, 3.756420, 0.735133], [1.104953, 4.407109, 0.613882], [1.567774, 5.324380, 1.714346], [2.172687, 6.452515, 1.233976], [0.536905, 5.726737, 2.517782], [2.483760, 4.695094, 2.522285], [1.919897, 4.196085, -0.487483], [1.470770, 3.337718, -1.473806], [2.290443, 3.080479, -2.707824], [2.533563, 1.735177, -2.850288], [1.632564, 3.482802, -3.842754], [3.498419, 3.708506, -2.694642], [0.249899, 2.676261, -1.366206], [-2.332402, 2.164557, 1.250257], [-2.717667, 0.980389, 1.897374], [-3.364149, -0.063901, 0.944204], [-3.431976, -1.364300, 1.702811], [-4.769051, 0.341921, 0.538442], [-2.531971, -0.234892, -0.364756], [-2.075975, 0.980237, -0.916271], [-4.056474, 4.230107, 0.109231], [-6.074122, 6.477358, -2.079771], [-6.546875, 5.859580, -0.475652], [-5.174097, 6.983959, -0.639265], [-4.597261, 4.752543, -3.430507], [-2.850877, 2.818616, -3.009524], [-0.730363, 3.932974, 1.616710], [2.881410, 4.700543, -0.575321], [-0.072619, 1.992833, -2.154300], [-1.819645, 0.555263, 2.395787], [-3.445846, 1.272634, 2.671634], [-3.770930, -2.172751, 1.047987], [-2.439332, -1.595712, 2.102917], [-4.119503, -1.289227, 2.554261], [-5.165712, -0.428706, -0.135393], [-5.417885, 0.393200, 1.421241], [-4.768008, 1.314491, 0.026082], [-1.652121, -0.887907, -0.205970], [-3.170479, -0.723064, -1.123349], [6.396408, -0.435008, 2.713584], [6.018334, -0.935820, 1.403449], [7.136219, -1.408975, 0.601672], [4.737592, -0.919900, 0.927575], [4.428404, -1.594751, -0.281338], [3.110771, -1.812189, -0.648105], [2.040401, -1.464432, 0.221248], [0.739383, -2.061623, 0.120851], [0.514755, -3.362990, -0.359375], [-0.741279, -4.110428, -0.234095], [-1.818482, -3.994907, 0.626356], [-2.826029, -4.982430, 0.607719], [-2.703351, -6.130420, -0.196254], [-1.537210, -6.349002, -0.956293], [-0.584638, -5.337744, -0.923796], [0.760368, -5.435658, -1.294314], [1.391154, -6.620635, -1.846517], [1.411675, -4.289180, -0.974647], [2.355229, -0.582700, 1.303324], [3.664969, -0.337808, 1.666864], [5.532349, -0.380606, 3.381283], [7.135829, -1.125412, 3.149907], [6.882372, 0.551294, 2.621370], [7.094321, -2.493749, 0.399618], [7.198052, -0.884032, -0.366036], [8.052036, -1.211810, 1.178988], [5.248195, -2.010531, -0.864974], [2.897417, -2.351996, -1.563276], [-0.079147, -1.585230, 0.658818], [-1.809992, -3.182778, 1.349113], [-3.695410, -4.863616, 1.260455], [-3.506475, -6.863533, -0.212638], [-1.371368, -7.257427, -1.540023], [0.615714, -7.328021, -2.146085], [1.992479, -6.351962, -2.720251], [2.064485, -7.101359, -1.123441], [2.475654, -4.219291, -1.153234], [1.541875, -0.203606, 1.927772], [3.877080, 0.262736, 2.550791]], "forces_ev_per_angstrom": [[-0.2636, 0.2835, 0.1048], [0.8573, -0.8397, -0.5654], [-0.1105, 0.0382, 0.7376], [-0.4565, 0.7290, 0.8190], [-0.3413, 0.5368, -0.2503], [-0.1760, 1.7593, -0.8235], [-0.7001, -1.1598, 0.3053], [0.4023, 0.6110, 0.0197], [-0.1555, 0.1796, 0.4606], [-0.1832, 0.1195, 0.1375], [-0.3206, -0.7511, 0.4978], [1.0404, -0.2174, -0.5250], [-0.4380, 0.5868, -0.2867], [0.3331, 0.2421, -0.1281], [0.3486, -0.2186, -0.4443], [-0.1406, 0.0070, -0.1131], [0.0465, 0.8076, -0.1943], [0.7259, -0.4132, 0.7540], [-0.6625, -0.4606, -0.1854], [0.4437, 0.4094, -0.3446], [-0.5519, -0.8311, 1.4682], [0.1668, 0.5410, -0.8130], [0.5026, 0.3516, -0.0798], [-0.0214, -0.2356, 0.1671], [-0.2067, 0.2869, -0.0475], [0.1889, 0.8396, 0.1247], [0.1786, -2.2104, -0.0585], [0.2213, -0.0581, -1.0558], [-0.0448, -0.0148, 0.0700], [0.0596, 0.2163, -0.1202], [-0.2192, -0.0940, -0.0542], [-0.0549, 0.0390, 0.0682], [-0.0071, -0.0152, 0.1155], [0.0279, -0.1305, -0.2754], [-0.2675, -0.0989, -0.0239], [0.0080, 0.1646, 0.2210], [-0.2994, -0.2172, -0.0423], [0.1352, -0.3517, 0.0021], [-0.0035, -0.0194, 0.1387], [-0.1242, -0.1096, 0.0519], [0.0626, -0.0086, -0.1304], [-0.1001, 0.2224, 0.0506], [0.0233, 0.1117, -0.1405], [-0.0847, -0.2969, 0.1108], [-0.2546, -0.0951, 0.1827], [0.1815, -0.0695, 0.2632], [0.1803, 0.1651, 0.1288], [-0.5379, 0.0955, -0.3213], [0.2503, -0.1116, -0.2135], [0.3740, -0.3458, 0.7397], [-0.5003, -0.0947, -0.3688], [0.6875, -0.3224, 0.7671], [-0.3624, 0.4934, -0.5374], [1.5343, -0.5902, 0.6230], [-0.0980, -0.3210, -0.2381], [0.2323, -0.8773, -0.2119], [-0.5791, -0.2270, 0.0042], [0.5612, 0.3079, 0.0207], [0.5009, 0.2916, -0.3752], [-0.6017, 0.2838, 0.3478], [0.0948, 0.0172, 0.6533], [0.6996, 1.3867, -0.0505], [0.3246, -0.1772, -0.2512], [-0.9224, -0.5381, 0.0389], [0.0512, -0.3587, 0.0778], [-0.2913, -0.0267, -0.1363], [0.3202, 0.0278, -0.1415], [-0.3467, 0.2048, -0.0736], [-0.2871, -0.2114, 0.1774], [-0.0830, 0.3255, 0.1401], [0.0085, -0.1147, 0.3562], [-0.3137, -0.0706, -0.4203], [-0.3696, 0.2730, -0.0988], [0.0751, 0.2774, 0.0137], [0.1374, -0.0552, -0.0646], [-0.3754, -0.2494, -0.3625], [0.3337, -0.0827, -0.2481], [0.2051, 0.1140, 0.0364], [-0.2172, 0.2532, 0.3501], [0.2548, 0.1440, 0.0288], [-0.2124, -0.0374, 0.0650], [-0.3492, 0.1610, -0.0222], [-0.2066, -0.0439, 0.0124], [0.2534, -0.0185, -0.2385], [-0.1906, -0.1132, -0.3761]], "energy_ha": -2676.24981, "e_lumo_ev": -2.63, "orbital_gap_ev": 3.64, "e_above_lowest_ev": 0.000}



(2)
{"formula": "C36H37BrGeN4O2RbS", "method": "the ωB97M-V functional and the def2-TZVPD basis", "species": ["Rb", "O", "C", "C", "C", "C", "C", "C", "C", "O", "N", "N", "C", "C", "Br", "C", "C", "C", "C", "C", "C", "C", "H", "H", "H", "H", "H", "H", "H", "H", "H", "H", "H", "H", "H", "H", "C", "Ge", "C", "C", "C", "C", "C", "C", "C", "C", "C", "C", "C", "C", "C", "C", "C", "C", "H", "H", "H", "H", "H", "H", "H", "H", "H", "H", "H", "H", "H", "H", "H", "C", "N", "C", "S", "N", "C", "H", "H", "H", "H", "H", "H", "H", "H"], "xyz": [[0.061462, -1.445687, -1.573183], [3.740918, -3.070102, 2.790278], [4.205181, -1.830710, 2.439008], [5.255727, -1.317855, 3.188703], [5.781790, -0.073504, 2.874571], [5.266502, 0.656353, 1.809736], [4.218034, 0.123798, 1.071384], [3.662995, -1.109236, 1.373567], [2.545650, -1.655650, 0.475845], [2.141270, -0.861073, -0.517210], [1.444144, -2.012579, 1.468655], [0.341928, -2.623999, 1.037684], [-0.625515, -2.825777, 1.850467], [-1.882123, -3.462780, 1.433114], [-2.302315, -3.374463, -0.429693], [-2.793347, -4.015375, 2.227006], [-2.644277, -4.206972, 3.688676], [-3.746667, -3.982165, 4.512723], [-3.651989, -4.144798, 5.886245], [-2.452896, -4.548955, 6.458473], [-1.355239, -4.797505, 5.645763], [-1.450250, -4.632358, 4.270916], [2.951453, -3.257269, 2.262359], [5.648530, -1.907584, 4.007199], [6.602619, 0.321807, 3.460731], [5.686291, 1.621182, 1.553529], [3.801768, 0.626036, 0.209389], [2.887939, -2.649375, 0.124500], [1.434976, -1.574995, 2.385026], [-0.561334, -2.518171, 2.894268], [-3.733055, -4.329635, 1.789395], [-4.684068, -3.666595, 4.068697], [-4.515854, -3.957177, 6.511050], [-2.377653, -4.678406, 7.530346], [-0.421819, -5.130211, 6.081381], [-0.598237, -4.854466, 3.640171], [-3.691335, 0.360482, -2.514346], [-2.158478, 0.961718, -1.487239], [-2.717094, 1.352887, 0.318866], [-3.986766, 0.973087, 0.758339], [-4.406838, 1.280071, 2.047624], [-3.558188, 1.955385, 2.914105], [-2.286491, 2.324909, 2.492283], [-1.866593, 2.021580, 1.204813], [-1.490856, 2.619664, -2.272939], [-2.368025, 3.358189, -3.025119], [-2.011683, 4.634013, -3.534904], [-0.773910, 5.143661, -3.288632], [0.182956, 4.396095, -2.552976], [1.493639, 4.896223, -2.341688], [2.424693, 4.154227, -1.677101], [2.089630, 2.867508, -1.192168], [0.833087, 2.368305, -1.372937], [-0.167025, 3.118514, -2.051776], [-4.472484, 1.121724, -2.454642], [-4.076882, -0.572663, -2.103379], [-3.418422, 0.190498, -3.555439], [-4.659395, 0.438226, 0.097724], [-5.397031, 0.988666, 2.374807], [-3.885663, 2.191615, 3.918646], [-1.620546, 2.848238, 3.166591], [-0.872573, 2.320655, 0.891327], [-3.366745, 2.988084, -3.223970], [-2.734721, 5.202911, -4.105707], [-0.495297, 6.121944, -3.663702], [1.742838, 5.878756, -2.726401], [3.423148, 4.543904, -1.524036], [2.825873, 2.271325, -0.674440], [0.620606, 1.370638, -0.999802], [1.022663, 2.272224, -4.900848], [0.318934, 1.015775, -4.726415], [0.901124, -0.203385, -4.757271], [-0.055877, -1.611463, -4.766001], [2.240672, -0.192870, -4.747977], [3.088256, -1.363781, -4.580778], [0.285399, 3.069930, -4.934825], [1.598483, 2.285901, -5.830094], [1.685359, 2.483361, -4.056575], [-0.683242, 1.003617, -4.820154], [2.682957, 0.699617, -4.609622], [2.460945, -2.249847, -4.600785], [3.603344, -1.310302, -3.622167], [3.815037, -1.423536, -5.389042]], "forces_ev_per_angstrom": [[-0.5339, -0.4887, -0.7871], [0.0282, -0.0100, -0.0525], [-0.0635, -0.1244, 0.0529], [0.0339, 0.1182, -0.0229], [-0.0220, -0.0138, -0.0179], [-0.0392, -0.0824, 0.0147], [0.0647, 0.0235, 0.0175], [0.1228, 0.1018, -0.0899], [-0.2341, 0.3280, -0.0403], [1.1481, 0.0880, 0.9462], [0.0999, -0.3779, -0.0176], [0.1958, 0.1478, 0.1486], [-0.3134, -0.1060, -0.1438], [0.4510, 0.2834, -0.0354], [-0.1886, -0.1992, 0.0986], [-0.0991, -0.0902, 0.3798], [-0.0218, 0.0253, -0.1853], [-0.0496, 0.0009, 0.0543], [0.0146, 0.0002, -0.0348], [0.0080, 0.0068, -0.0532], [-0.0225, 0.0055, -0.0219], [0.0178, -0.0046, 0.0239], [-0.0102, 0.0174, 0.0283], [-0.0108, 0.0052, -0.0095], [-0.0111, -0.0077, -0.0076], [-0.0127, -0.0148, 0.0034], [-0.0190, 0.0437, -0.0073], [0.0064, -0.1382, -0.1249], [-0.1314, 0.1571, -0.0591], [-0.0504, -0.0074, 0.0442], [-0.0119, -0.0085, 0.0380], [0.0157, -0.0080, 0.0114], [0.0054, -0.0010, -0.0062], [0.0027, -0.0025, -0.0092], [-0.0047, 0.0018, -0.0056], [-0.0140, -0.0053, 0.0201], [-0.1798, -0.1653, -0.1295], [-0.1529, 0.3662, -0.0330], [0.0159, -0.0517, 0.3202], [0.0715, 0.0295, 0.1690], [0.0357, -0.0227, -0.0504], [0.0159, -0.0071, -0.0300], [-0.0195, -0.0456, -0.0501], [-0.1236, 0.0237, 0.0637], [0.2647, 0.1138, -0.1514], [0.0894, 0.2234, -0.0681], [-0.0947, -0.1721, 0.0309], [0.0869, -0.0031, 0.0298], [0.0019, 0.1199, 0.0274], [-0.0934, -0.0049, -0.0333], [0.0294, -0.1221, 0.0528], [0.0592, 0.1560, -0.0497], [-0.1529, 0.0224, -0.0591], [-0.0519, -0.0568, 0.0988], [-0.0581, -0.0670, -0.0565], [-0.0273, 0.0229, -0.0250], [-0.0333, 0.0230, 0.0086], [0.0096, 0.0132, -0.0095], [0.0004, 0.0036, 0.0058], [0.0017, -0.0017, -0.0076], [-0.0049, -0.0015, 0.0039], [-0.0028, -0.0086, -0.0257], [-0.0083, 0.0075, 0.0043], [-0.0007, -0.0132, -0.0033], [0.0046, -0.0106, 0.0135], [-0.0095, -0.0102, 0.0076], [-0.0051, -0.0152, 0.0108], [0.0275, -0.0445, 0.0107], [-0.0152, 0.0530, 0.0333], [-0.0618, 0.0007, 0.0201], [-0.0572, -0.1535, -0.1698], [-0.1800, -0.0211, 0.1792], [0.1380, 0.3283, -0.2897], [0.0356, -0.2147, 0.0584], [-0.0753, 0.0370, 0.0144], [0.0106, -0.0129, -0.0293], [-0.0003, -0.0193, -0.0275], [-0.0025, -0.0194, -0.0180], [0.0524, 0.0092, 0.0195], [0.0745, 0.0391, -0.0158], [-0.0026, 0.0126, -0.0185], [0.0159, -0.0264, 0.0359], [0.0217, 0.0222, -0.0176]], "energy_ha": -6836.67527, "multiplicity": 2, "e_lumo_ev": [0.23, -1.12], "orbital_gap_ev": [7.76, 6.56], "e_above_lowest_ev": 0.326, "s2": 0.7534}



Values of largest force on an atom, in order: 2.2, 1.5, all in eV/A.